Molecular formula: C30H26ClN5PPbS3
Method: DFT, ωB97M-V/def2-TZVPD

CARTESIAN COORDINATES (ANGSTROEM)
1 C 9.51728 10.45365 9.30686
2 N 9.19951 19.74020 7.57476
3 C 7.94152 8.36072 10.35907
4 N 9.78914 19.04142 11.26475
5 H 7.78543 11.86770 16.11907
6 C 10.86376 11.59703 12.46752
7 C 8.48057 11.90602 14.01973
8 C 5.52629 10.02057 6.89779
9 H 11.72120 14.88510 9.14090
10 H 13.16908 12.88922 14.66040
11 H 5.89921 11.05485 5.06041
12 C 8.57937 8.25806 9.10170
13 C 8.09664 9.53308 11.08235
14 C 12.85628 12.41727 9.07737
15 H 13.00240 13.00434 9.95241
16 C 8.26744 12.36213 12.74452
17 C 9.49452 18.18530 10.53566
18 C 12.36867 11.00008 6.79436
19 Cl 10.71643 12.91619 5.73308
20 C 9.11623 17.03875 9.72968
21 H 11.63315 14.70282 13.52270
22 C 12.37698 9.89353 13.27098
23 H 6.77927 11.62610 6.37983
24 H 10.60864 9.55986 12.07868
25 H 12.59828 8.79289 13.23566
26 H 12.20662 10.39376 5.86949
27 H 6.56054 10.75295 8.56452
28 C 13.24652 10.48819 7.73670
29 C 6.98308 12.80861 12.47403
30 C 8.94527 17.33125 8.40191
31 C 11.55171 12.62414 13.17721
32 H 7.77421 9.61114 12.13236
33 C 13.46583 11.23862 8.86846
34 H 11.22094 14.94182 7.47393
35 S 8.78827 15.53054 10.53931
36 H 5.00345 13.31179 13.13223
37 C 7.54780 12.06299 15.05772
38 C 9.42040 9.25137 8.62742
39 C 11.99056 13.00684 8.08465
40 H 14.23137 10.92454 9.57509
41 H 10.47594 14.28909 12.48870
42 H 10.04606 9.13791 7.73278
43 H 9.43112 11.49259 14.33009
44 C 12.61719 12.22096 13.97690
45 H 7.24864 7.59119 10.78787
46 H 10.06064 11.21048 8.86987
47 C 11.27664 10.26686 12.56213
48 C 9.13145 18.69336 8.00731
49 H 13.83874 10.56365 14.58750
50 C 8.95444 10.58423 10.57910
51 C 11.34655 14.26369 8.28882
52 Pb 8.94891 13.95853 8.52495
53 N 11.22186 13.94651 13.06624
54 S 8.33593 16.21584 7.18497
55 H 5.48715 9.35260 8.71406
56 P 9.51784 12.12914 11.38666
57 N 6.04289 9.97804 8.15672
58 N 6.18911 10.92776 6.00636
59 C 11.79457 12.22398 6.96240
60 H 5.57211 12.80050 15.57646
61 H 6.77105 13.08150 11.43260
62 S 4.15056 9.20002 6.45404
63 C 5.95672 12.87629 13.40381
64 C 6.28482 12.57098 14.77694
65 C 13.01650 10.91358 13.97134
66 H 8.35996 7.40348 8.49794
67 H 13.65958 9.49625 7.68451

Output
LUMO energy = 0.0822 Eh
HOMO energy = -0.1720 hartree
net charge = -1
gap between HOMO and LUMO = 6.9 eV

Atomic partial charges in e from the Mulliken method, atoms 1 to 2:
1 C -0.003
2 N -0.478

---

Molecular formula: C30H26CoN10O6S2Se
Method: DFT, ωB97M-V/def2-TZVPD

CARTESIAN COORDINATES (ANGSTROEM)
1 O 2.06046 3.98693 1.06736
2 N 0.79421 -0.57147 -2.00058
3 C 0.23794 -4.72264 5.58889
4 O 2.45684 -5.16916 3.78543
5 C -1.86807 1.61377 -1.38355
6 S 3.28636 -2.70425 2.78144
7 C -1.41055 -4.98127 3.86318
8 H -2.87283 -4.62848 8.02699
9 H -3.45474 -4.84981 4.48517
10 C 0.30079 -3.59301 -0.51174
11 C 0.31804 0.02534 3.33289
12 H 1.28912 0.02655 2.85798
13 Se 1.75088 2.61589 1.87241
14 N -2.14286 1.01433 -0.17590
15 H 2.74726 -2.03502 -3.02170
16 C -4.00815 3.16768 2.18698
17 N -0.99104 0.05051 5.32146
18 H -3.29452 -0.08018 6.10695
19 H -0.52022 -4.37522 7.56579
20 N -0.76550 0.07620 2.55773
21 S 1.19843 -5.24018 3.06857
22 C 1.25526 -1.70037 -1.48980
23 N -0.04464 0.14097 -1.34977
24 H 2.59644 -0.36056 0.14320
25 H -6.33117 0.76754 1.63730
26 H 0.54411 1.27885 -3.76834
27 H -4.52988 -0.04268 0.12416
28 O 0.79046 2.83839 3.17701
29 C 0.18484 -0.00017 4.71054
30 C 0.98275 -4.38570 -1.35021
31 N 1.00245 -4.07054 2.01810
32 C -3.01185 2.71671 1.33727
33 N -3.12956 -4.40725 7.07823
34 N 0.74871 -2.24764 -0.25474
35 H -2.82925 0.17975 2.51989
36 C 1.88887 -3.11424 1.81112
37 C 2.06476 -3.86703 -2.14926
38 O 3.10927 1.80454 2.28099
39 C -2.64326 2.59408 -2.01636
40 N 1.78837 -2.23384 0.80032
41 C -2.10578 -4.61530 6.14178
42 C -0.07959 -4.93770 4.25966
43 H 2.69678 -4.52825 -2.72646
44 C -0.77067 -4.55955 6.52705
45 H -5.97929 2.82206 2.98119
46 H 1.06983 -0.03706 5.33244
47 H 0.65730 -5.41222 -1.47160
48 C -3.18663 1.54506 0.59078
49 H -3.83729 4.05700 2.78189
50 H 1.27928 -4.68501 5.87948
51 H -3.53984 2.96027 -1.53155
52 O 0.85494 -6.49578 2.44802
53 C -5.20826 2.47207 2.30504
54 C -0.34981 1.66134 -3.29373
55 C -2.41620 -4.82210 4.79626
56 C 3.58204 -1.29690 1.82561
57 N -3.29826 0.26583 5.15965
58 O 0.90048 1.61319 0.80459
59 C -4.40039 0.86310 0.70546
60 H -0.83176 3.06203 -4.85603
61 C -0.70896 1.15876 -2.05977
62 H 4.31985 -0.56006 2.09217
63 H -4.01005 -4.82678 6.82493
64 C 2.11754 -2.51989 -2.28572
65 H -4.08944 -0.03883 4.61538
66 C -1.95415 0.12383 3.15090
67 H -2.87792 3.87268 -3.71603
68 C -1.12675 2.64809 -3.89925
69 H -2.05641 3.22599 1.27484
70 H -0.55545 -3.92098 0.05392
71 C 2.69852 -1.18503 0.83215
72 C -2.26713 3.10332 -3.25534
73 Co -0.46627 0.28054 0.54835
74 C -5.40033 1.31906 1.55657
75 C -2.06170 0.13000 4.53785
76 H -1.65006 -5.14517 2.82042

Output
LUMO energy (spin up / spin down) = 0.1389 / 0.1389 Eh
HOMO energy (spin up / spin down) = -0.0564 / -0.0619 hartree
multiplicity = 2
net charge = -2
gap between HOMO and LUMO (spin up / spin down) = 5.3 / 5.5 eV
expectation value of S² = 1.16

Atomic partial charges in e from the Mulliken method, atoms 1 to 2:
1 O -0.773
2 N -0.989

---

Molecular formula: C30H26F2FeN6O2S
Method: DFT, ωB97M-V/def2-TZVPD

CARTESIAN COORDINATES (ANGSTROEM)
1 H 1.98662 -4.24669 -0.27350
2 H -1.85774 -5.26524 -1.87339
3 C 2.66986 -0.00663 1.56504
4 C -1.10285 -4.52313 -1.64600
5 C 3.38872 0.85113 0.65024
6 C -1.33357 -3.19586 -1.96771
7 C -3.75315 -0.80036 -4.20481
8 N -1.09092 -0.47920 1.41220
9 H 5.50134 3.03568 -1.73227
10 C 4.63128 1.35292 1.05048
11 H 1.55675 -1.84464 -0.81012
12 N 1.56357 -0.56770 1.29762
13 C -3.91148 1.61876 2.42029
14 C -5.79846 -2.22560 -2.89711
15 H 6.35878 2.52181 0.54560
16 O -2.07901 0.92792 -0.64345
17 H -0.98266 -1.86044 2.99753
18 C 1.05471 -3.95108 -0.73966
19 H -0.66718 -2.49963 1.38470
20 H 4.98639 1.10330 2.04607
21 H -6.58102 -2.77374 -2.38928
22 C 2.86438 1.16946 -0.63053
23 C -2.91965 1.43401 0.19642
24 C 1.01684 -1.47976 2.27049
25 H -2.33430 -0.37012 3.04131
26 C 3.68938 1.95294 -1.47656
27 H -5.57548 2.95256 2.63607
28 H 1.22220 -1.14949 3.29876
29 H -3.88122 2.61712 -1.30578
30 N -1.17954 -0.67078 -2.98625
31 H 3.29794 2.18868 -2.45784
32 C 0.08845 -4.90223 -1.03738
33 O 1.72035 0.77364 -1.09066
34 N -2.01809 0.93201 -4.43766
35 H -3.46332 0.14989 -2.27536
36 F -0.65036 3.42549 0.09665
37 C -4.84305 2.52421 1.96474
38 C -2.07408 0.02902 2.05041
39 H -3.91455 1.30609 3.46001
40 C -3.90692 2.33984 -0.25958
41 C 0.82957 -2.61406 -1.03382
42 C -4.02931 -0.57026 -2.85082
43 C -4.83026 2.87167 0.60773
44 H -6.10170 -3.18448 -4.79641
45 H -0.54436 2.07434 1.54908
46 H 3.16669 -0.19170 2.53308
47 C -5.04006 -1.27774 -2.22148
48 C -4.52499 -1.75264 -4.88835
49 S -0.41468 1.93036 -2.56505
50 C -1.29541 0.71008 -3.39283
51 H -2.97868 -0.01088 -5.89446
52 N -0.53378 -0.86815 -1.95078
53 F 1.23148 2.71243 0.94803
54 H -4.31451 -1.94865 -5.93421
55 C 5.40083 2.13797 0.22000
56 H 0.26006 -5.94323 -0.79245
57 C -0.03781 2.29544 0.60274
58 H -2.25546 -2.87687 -2.43588
59 C -5.52897 -2.45043 -4.24141
60 C -0.36109 -2.25294 -1.64792
61 H -5.22898 -1.07536 -1.17347
62 N -2.77866 -0.12556 -4.91732
63 C 4.91164 2.42325 -1.05863
64 H 1.48967 -2.46117 2.14650
65 C -2.94922 1.07147 1.56243
66 H -5.56214 3.57776 0.23127
67 Fe -0.14647 0.74303 -0.60308
68 C -0.48760 -1.64382 2.04124

Output
LUMO energy (spin up / spin down) = 0.0754 / 0.0752 Eh
HOMO energy (spin up / spin down) = -0.1592 / -0.1588 hartree
multiplicity = 2
net charge = -1
gap between HOMO and LUMO (spin up / spin down) = 6.4 / 6.4 eV
expectation value of S² = 0.85

Atomic partial charges in e from the Mulliken method, atoms 1 to 2:
1 H 0.431
2 H 0.416

---

Energy relative to the best compared isomer or geometry (same formula, charge and spin) in kcal per mole, matching the order above: 16.8; 82.9; 21.8